Arrangement 1

Below is the molecule C9H10N2O2S, with properties calculated with wB97M-V/def2-TZVPD.

Each line ends with the natural charge from an NBO analysis.
Atoms and positions in Å:
C  2.9173  -0.4815  1.2797  -0.2670
C  2.3298  0.5620  1.9518  -0.1898
C  2.3435  -0.7901  0.1011  -0.1531
C  1.1097  1.0311  1.6960  -0.2212
C  1.0694  -0.3523  -0.3504  -0.0942
C  0.4088  0.5000  0.5199  0.1552
C  0.8704  -1.0540  -1.7396  -0.4375
C  -0.5650  -1.3547  -2.1749  -0.0265
C  -3.4544  0.9862  0.8211  -0.7934
N  -0.8534  0.9328  0.6494  -0.8000
N  -1.2905  -0.2277  -2.0351  0.3374
O  -2.5265  -0.0983  -1.5262  -0.5226
O  -0.7317  0.9210  -2.1808  -0.5337
S  -2.0247  1.2922  -0.2843  1.3111
H  3.7060  -0.9566  1.7931  0.2169
H  2.8261  0.7373  2.9580  0.2016
H  2.7697  -1.5032  -0.6009  0.1953
H  0.6246  1.7036  2.4335  0.2262
H  1.1217  -0.3776  -2.4719  0.2494
H  1.4095  -1.9492  -1.9019  0.2179
H  -0.9450  -2.3398  -2.0056  0.2089
H  -3.4850  -0.0558  1.0350  0.2413
H  -4.2960  1.2210  0.2779  0.2244
H  -3.3343  1.6536  1.7551  0.2531

gap between HOMO and LUMO (alpha / beta)	7.3 / 7.3	eV
net charge	0
multiplicity	1



Arrangement 2

Below is the molecule C9H10N2O2S, with properties calculated with wB97M-V/def2-TZVPD.

Each line ends with the natural charge from an NBO analysis.
Atoms and positions in Å:
C  -0.4945  -0.5655  3.6471  -0.6047
C  0.1523  0.6603  3.0111  -0.2238
N  0.5438  0.3807  1.6499  -0.9186
S  -0.1320  1.0409  0.4681  2.1458
O  -1.3164  1.8423  0.6372  -0.9130
N  1.0135  1.9875  -0.4262  -0.8506
C  1.3146  1.5740  -1.6854  0.6601
O  2.0660  2.1308  -2.4494  -0.5666
C  0.5644  0.3166  -1.9545  -0.1595
C  0.6206  -0.4245  -3.1247  -0.1502
C  -0.1389  -1.5813  -3.2150  -0.1916
C  -0.9360  -1.9910  -2.1561  -0.1854
C  -0.9934  -1.2482  -0.9823  -0.2080
C  -0.2395  -0.0997  -0.9058  -0.1920
H  -1.4194  -0.8089  3.1303  0.2012
H  0.1782  -1.4157  3.5784  0.2094
H  -0.7152  -0.3670  4.6927  0.2077
H  1.0567  0.9343  3.5643  0.1903
H  -0.5470  1.5040  3.0408  0.1929
H  1.4105  2.8425  -0.0713  0.4338
H  1.2484  -0.0909  -3.9364  0.2409
H  -0.1092  -2.1707  -4.1190  0.2232
H  -1.5188  -2.8955  -2.2422  0.2243
H  -1.6087  -1.5551  -0.1516  0.2346

SMILES	CCN=[S@@]1(=O)NC(=O)c2ccccc21
gap between HOMO and LUMO	9.3	eV
net charge	0
multiplicity	1



Most stable pick: arrangement 2. Distance to second place: 0.2486 hartree.



Arrangement 1

Below is a structure of composition C4H11NO3, with properties calculated with wB97M-V/def2-TZVPD.

Each line ends with the natural charge from an NBO analysis.
Atoms and positions in Å:
C  -0.2769  0.6200  1.1566  0.0128
O  -1.4540  -0.1581  0.9841  -0.8423
C  0.7036  0.0170  0.0300  -0.2826
C  0.0542  0.1271  -1.3993  -0.4363
C  0.4721  -0.9418  -2.3948  -0.0237
O  -0.0634  -0.9021  -3.6639  -0.9877
N  1.9323  1.1652  0.4238  -0.8586
H  0.2185  0.4506  2.1243  0.1445
H  -0.4076  1.6846  0.9793  0.1400
H  0.6790  -1.0589  0.2718  0.2286
H  0.2345  1.1245  -1.8773  0.1837
H  -1.0156  0.1078  -1.2527  0.2343
H  1.5782  -0.9000  -2.3760  0.0476
H  0.2615  -1.9509  -2.0012  0.0836
H  1.8565  0.1384  -0.3074  0.3905
H  2.6311  0.6323  0.9527  0.2927
H  -2.7869  0.5435  3.2210  0.4012
H  -1.9530  -0.2883  1.9642  0.5032
O  -2.6643  -0.4106  3.1648  -1.2314

gap between HOMO and LUMO	6.4	eV
net charge	-2
multiplicity	1



Arrangement 2

Below is a cluster of 2 separate species, C4H11NO3 in total, with properties calculated with wB97M-V/def2-TZVPD.

Each line ends with the natural charge from an NBO analysis.
Atoms and positions in Å:
C  0.0385  0.8409  -0.5311  -0.2170
C  -1.1951  1.0214  0.3646  -0.4510
C  -0.9161  1.2119  1.9084  -0.0067
O  -1.1521  2.4670  2.3670  -0.9876
N  0.2992  -0.5302  -0.9513  -0.7260
C  1.6545  -0.7938  -1.6161  0.1452
O  1.5738  -1.1581  -2.8960  -0.9720
H  0.9005  1.2669  -0.0121  0.1802
H  -0.0920  1.4965  -1.4131  0.1351
H  -1.7657  1.8996  0.0612  0.1915
H  -1.8750  0.1699  0.2700  0.1655
H  -1.5780  0.4465  2.4111  0.0423
H  0.1354  0.8847  2.0960  0.0740
H  -0.3849  -0.7835  -1.6553  0.3545
H  2.1171  -1.6021  -0.9967  0.0602
H  2.2217  0.1520  -1.4335  0.0541
H  -0.3132  -2.0633  1.3218  0.4638
H  0.2433  -2.1865  -0.0525  0.5080
O  0.0879  -2.7396  0.7577  -1.0142

gap between HOMO and LUMO	6.6	eV
net charge	-2
multiplicity	1



Most stable pick: arrangement 2. Distance to second place: 0.1330 hartree.



Arrangement 1

Below is the molecule C5H14N2, with properties calculated with wB97M-V/def2-TZVPD.

Each line ends with the natural charge from an NBO analysis.
Atoms and positions in Å:
C  -1.6571  1.6263  0.4820  -0.6211
C  -0.2308  1.0692  0.5378  -0.4122
C  0.1130  0.0953  -0.5889  -0.0558
C  -0.3202  -1.3280  -0.4114  -0.2272
N  -1.7954  -1.4715  -0.6330  -0.8371
N  1.6148  0.0626  -0.7519  -0.6327
C  2.3899  -0.3371  0.4468  -0.4335
H  -1.9397  2.0709  1.4337  0.2029
H  -2.3724  0.8264  0.3136  0.2339
H  -1.8217  2.3997  -0.2738  0.2013
H  0.5254  1.8463  0.4338  0.1952
H  -0.0224  0.6474  1.5338  0.1983
H  -0.2310  0.4652  -1.5622  0.1961
H  0.2453  -2.0475  -1.0030  0.1909
H  -0.1405  -1.5982  0.6355  0.1772
H  -2.0226  -2.3177  -0.1197  0.3508
H  -2.0183  -1.6960  -1.5966  0.3528
H  1.9239  0.9835  -1.0286  0.3477
H  2.6776  0.5368  1.0551  0.1762
H  3.2683  -0.8336  0.0046  0.2050
H  1.8141  -1.0000  1.0924  0.1916

SMILES	CC[C@H](CN)NC
gap between HOMO and LUMO	9.6	eV
net charge	0
multiplicity	1



Arrangement 2

Below is the molecule C5H14N2, with properties calculated with wB97M-V/def2-TZVPD.

Each line ends with the natural charge from an NBO analysis.
Atoms and positions in Å:
C  -1.0431  1.5882  2.1203  -0.4201
N  -0.5229  0.3142  1.5882  -0.6170
C  -0.0547  0.3415  0.1868  -0.0537
C  0.7884  1.5676  -0.1972  -0.6352
C  0.7182  -0.9474  -0.0587  -0.4115
C  0.7234  -1.4543  -1.4848  -0.2169
N  -0.6455  -1.6416  -2.0220  -0.8423
H  -1.2014  2.3085  1.3277  0.1873
H  -1.9987  1.4018  2.6108  0.1937
H  -0.3580  2.0302  2.8456  0.1838
H  0.3037  0.0787  2.1284  0.3388
H  -0.9459  0.3203  -0.4355  0.1949
H  0.1458  2.4207  -0.4070  0.2081
H  1.3838  1.3543  -1.0822  0.2072
H  1.5133  1.7861  0.6012  0.2018
H  1.7563  -0.8184  0.2745  0.1915
H  0.3015  -1.6906  0.6226  0.2190
H  1.2568  -0.7377  -2.1268  0.1700
H  1.3187  -2.3698  -1.5447  0.1902
H  -0.7863  -0.9980  -2.7969  0.3534
H  -0.7127  -2.5494  -2.4653  0.3573

SMILES	CN[C@@H](C)CCN
gap between HOMO and LUMO	9.7	eV
net charge	0
multiplicity	1



Arrangement 3

Below is the molecule C5H14N2, with properties calculated with wB97M-V/def2-TZVPD.

Each line ends with the natural charge from an NBO analysis.
Atoms and positions in Å:
C  -3.2569  0.8680  -0.8129  -0.6070
C  -1.8662  0.1799  -0.8526  -0.4301
C  -1.2414  0.6628  0.4334  -0.2197
N  0.1911  0.2845  0.7730  -0.6213
C  0.8585  -0.4036  -0.3193  -0.2432
C  2.4170  -0.3282  -0.0818  -0.2057
N  3.0100  -1.2353  0.8781  -0.8639
H  -3.3207  1.9573  -0.6328  0.2107
H  -3.7605  0.4643  0.0882  0.1961
H  -3.9076  0.6468  -1.6641  0.2102
H  -1.9635  -0.9213  -0.7343  0.2114
H  -1.4236  0.5243  -1.7921  0.2111
H  -1.3350  1.7369  0.6211  0.1864
H  -1.8821  0.3225  1.2593  0.1803
H  0.0740  -0.4107  1.5101  0.3478
H  0.7198  0.2036  -1.2288  0.1849
H  0.6833  -1.4431  -0.6456  0.1774
H  2.6105  0.7288  0.1162  0.1663
H  2.8892  -0.5922  -1.0499  0.1764
H  3.9539  -1.4252  0.5904  0.3676
H  2.8791  -1.0027  1.8499  0.3643

SMILES	CCCNCCN
gap between HOMO and LUMO	9.8	eV
net charge	0
multiplicity	1



Most stable pick: arrangement 2. Distance to second place: 0.0067 hartree.



Arrangement 1

Below is the molecule C5H14N2, with properties calculated with wB97M-V/def2-TZVPD.

Each line ends with the natural charge from an NBO analysis.
Atoms and positions in Å:
C  1.9766  -1.0558  -2.0829  -0.3807
N  0.8015  -0.6224  -1.2549  -0.6668
C  0.4473  0.5044  -0.4442  -0.2129
C  -1.0095  0.4262  0.2688  -0.0261
C  -1.6556  1.9126  0.0875  -0.6426
N  -0.7745  0.0685  1.6476  -0.6328
C  -0.0731  -1.2186  1.9367  -0.4408
H  1.9023  -2.0692  -2.2297  0.1980
H  2.8225  -0.7207  -1.5514  0.1952
H  2.0360  -0.5140  -3.0922  0.1574
H  -0.0113  -0.9854  -1.6344  0.3428
H  1.2378  0.8192  0.3515  0.1662
H  0.4158  1.3625  -1.1518  0.1475
H  -1.3958  -0.3962  -0.3427  0.1910
H  -1.8279  2.1775  -0.9910  0.2200
H  -1.1316  2.8070  0.4940  0.2163
H  -2.5824  2.0010  0.7341  0.2218
H  -0.2031  0.8126  1.9721  0.3491
H  0.9772  -1.0216  2.2617  0.1905
H  -0.6135  -1.8225  2.7045  0.1955
H  0.0710  -1.9868  1.1309  0.2114

SMILES	CNC[C@H](C)NC
gap between HOMO and LUMO	8.9	eV
net charge	0
multiplicity	1



Arrangement 2

Below is the molecule C5H14N2, with properties calculated with wB97M-V/def2-TZVPD.

Each line ends with the natural charge from an NBO analysis.
Atoms and positions in Å:
C  1.9926  0.2786  1.1790  -0.6362
C  1.4097  -0.6192  0.1119  -0.0593
N  1.5482  -0.0022  -1.2044  -0.8472
C  -0.1152  -0.8892  0.4219  -0.2029
N  -1.0229  0.1098  -0.1142  -0.4754
C  -2.0430  0.6899  0.7255  -0.3929
C  -1.4197  -0.1022  -1.4887  -0.4327
H  1.8635  -0.1662  2.1836  0.1993
H  3.0802  0.4096  1.1746  0.2121
H  1.4816  1.2515  1.1898  0.2123
H  1.8960  -1.6034  -0.0104  0.1919
H  1.0431  0.8669  -1.3052  0.3575
H  2.5135  0.2689  -1.3776  0.3527
H  -0.4081  -1.9027  0.0781  0.1779
H  -0.1121  -0.7759  1.5144  0.1933
H  -1.7657  0.5647  1.7707  0.2071
H  -2.9953  0.1490  0.5545  0.1581
H  -2.2509  1.6980  0.3268  0.1960
H  -0.8164  -0.6622  -2.1922  0.2360
H  -2.4842  -0.4355  -1.5137  0.1674
H  -1.3949  0.8717  -2.0242  0.1851

SMILES	C[C@H](N)CN(C)C
gap between HOMO and LUMO	9.0	eV
net charge	0
multiplicity	1



Arrangement 3

Below is the molecule C5H14N2, with properties calculated with wB97M-V/def2-TZVPD.

Each line ends with the natural charge from an NBO analysis.
Atoms and positions in Å:
C  1.6801  0.0725  2.5935  -0.4152
N  1.1611  0.2745  1.2406  -0.6413
C  0.9781  -0.8970  0.3547  -0.2213
C  0.2236  -0.5753  -0.9405  -0.2361
N  -0.8212  0.4856  -0.7870  -0.4262
C  -2.0713  -0.2104  -0.3515  -0.4332
C  -1.0235  1.0343  -2.1627  -0.4209
H  2.1072  -0.9254  2.6852  0.1895
H  0.8948  0.2862  3.3234  0.1819
H  2.4121  0.8605  2.7874  0.1928
H  0.2549  0.6876  1.2259  0.3659
H  0.3773  -1.6124  0.9417  0.1487
H  1.9373  -1.3308  0.0599  0.1951
H  0.8742  -0.2688  -1.7591  0.1961
H  -0.1593  -1.5690  -1.2231  0.1746
H  -1.8828  -0.6734  0.6090  0.2043
H  -2.8268  0.5526  -0.5274  0.2046
H  -2.4068  -1.0481  -1.0019  0.1626
H  -0.1672  1.6441  -2.4087  0.2112
H  -1.8705  1.7175  -2.1213  0.1932
H  -1.3002  0.2124  -2.8193  0.1739

SMILES	CNCCN(C)C
gap between HOMO and LUMO	9.3	eV
net charge	0
multiplicity	1



Most stable pick: arrangement 2. Distance to second place: 0.0166 hartree.